Entry 1:
20
Properties=species:S:1:pos:R:3:forces:R:3:mulliken_charge:R:1 method="wB97M-V/def2-TZVPD" charge=+1 e_homo_ev=-12.53 de_lowest_kcal_mol=55.31 gap_ha=0.2747
C 0.0414 1.8495 1.3203 0.74 -0.61 0.69 -0.144
C 1.1630 0.1893 0.2488 -0.66 -2.29 -1.82 -0.049
C -2.5244 -1.0797 -0.6792 -0.49 1.68 0.10 -1.320
C -1.0651 -1.2218 -0.9218 -1.76 0.25 -4.05 0.248
C 2.4894 -0.5683 0.1327 -0.13 -0.79 0.12 0.512
N 0.8458 0.7808 1.4025 -0.14 1.07 3.86 -0.051
N -0.0972 2.2829 0.0906 1.53 -3.52 0.65 -0.040
O -0.3153 -1.3483 0.1029 3.71 1.03 2.81 -0.468
S 0.6750 1.2291 -1.0479 -0.08 0.43 -0.15 0.170
Cl 2.7949 -1.6024 1.5916 -0.16 1.26 -0.39 -0.089
Cl 2.3662 -1.7487 -1.1844 0.37 0.97 -0.26 -0.035
Cl 3.7443 0.7420 -0.0946 -0.41 -1.23 0.21 -0.066
H -0.3906 2.1887 2.2620 -0.04 0.64 -0.61 0.422
H -2.9445 -0.9618 -1.6609 -0.73 -0.25 -0.40 0.405
H -2.9270 -1.9005 -0.1512 -0.51 -0.98 0.44 0.333
H -2.7730 -0.1618 -0.1463 -0.02 0.08 0.30 0.269
H -0.8583 -0.3228 -1.6138 0.43 0.05 0.63 0.057
H -1.0457 -1.9651 -1.7654 1.01 -0.42 0.71 0.327
H 1.2745 0.5180 2.3639 -1.11 0.02 -2.25 0.338
H -0.4534 3.1010 -0.2498 -1.55 2.61 -0.59 0.181

=====

Entry 2:
73
Properties=species:S:1:pos:R:3:forces:R:3:mulliken_charge:R:1 method="wB97M-V/def2-TZVPD" charge=+1 e_homo_ev="-9.35 / -9.96" multiplicity=8 gap_ha="0.2207 / 0.2447"
Eu -0.1740 0.2596 -0.2231 4.70 -0.43 2.37 -0.617
P -0.3509 -1.8672 -1.4657 -0.37 0.40 0.32 0.647
P -0.0306 2.6741 0.4627 -0.90 -0.87 -1.63 -0.271
N 1.0786 0.8696 -1.9808 -0.08 0.94 -2.39 -0.171
C 1.2564 -1.5657 -2.3397 -0.02 -0.59 -0.51 -1.120
H 1.8953 -2.4214 -2.1039 0.16 0.14 -0.22 0.463
H 1.0146 -1.6193 -3.4100 0.27 0.08 0.21 0.481
C 2.0066 -0.2677 -2.0496 0.21 0.89 0.15 -0.617
H 2.5527 -0.3195 -1.0905 -0.18 -0.05 -0.41 -0.075
H 2.7284 -0.0227 -2.8365 0.23 -0.51 0.11 0.592
C 1.5822 2.2562 -1.8594 -0.23 -0.75 0.13 -1.166
H 0.9151 2.8797 -2.4540 0.15 0.09 0.01 0.447
H 2.5723 2.2533 -2.3026 0.33 0.52 0.01 0.414
C 1.6100 2.7496 -0.3973 0.19 0.61 0.29 -0.866
H 1.9050 3.8007 -0.3681 0.49 -0.01 -0.14 0.592
H 2.3478 2.1722 0.1883 -0.27 0.37 -0.17 0.199
C 0.0957 2.9483 2.1834 1.10 1.04 1.50 0.870
C 0.2852 1.7349 3.1176 -0.23 -0.14 -0.43 -1.373
H 1.3040 1.3203 3.0973 -0.16 0.20 -0.05 0.265
H -0.4171 0.9226 2.8784 0.12 0.50 0.03 0.196
H 0.0661 2.0347 4.1493 0.17 0.01 -0.19 0.513
C -1.1544 3.7597 -0.3888 -0.47 1.57 0.48 0.628
C -2.6196 3.5756 0.1082 0.14 -0.47 -0.25 -1.539
H -3.3002 3.6410 -0.7381 -0.01 -0.03 -0.02 0.355
H -2.8899 4.3496 0.8254 -0.01 -0.09 -0.16 0.498
H -2.7567 2.5898 0.5811 -0.12 0.36 -0.34 0.097
C -1.6142 -2.1072 -2.6568 -0.74 -0.81 -1.31 0.974
C -2.8312 -2.7678 -1.9881 -0.12 -0.08 -0.32 -1.658
H -3.7219 -2.6910 -2.6256 0.29 0.06 0.10 0.509
H -3.0572 -2.3090 -1.0288 -0.14 0.07 0.06 0.225
H -2.6314 -3.8345 -1.8444 -0.12 0.18 0.10 0.355
C -0.0614 -3.2315 -0.3447 0.19 -1.14 0.02 0.914
C -1.1589 -3.4447 0.7197 0.09 0.10 -0.06 -1.646
H -0.7792 -4.1299 1.4891 -0.10 0.01 -0.21 0.485
H -2.0663 -3.8736 0.2951 0.14 -0.05 0.06 0.351
H -1.4416 -2.5087 1.2179 0.02 -0.36 -0.36 0.229
C -1.9863 -0.0313 0.7399 -11.33 -1.21 5.13 0.372
C -0.6492 5.1995 -0.1791 -0.51 0.76 -0.90 -1.878
H 0.1612 5.2568 0.5402 0.17 0.22 0.05 0.494
H -0.3022 5.6334 -1.1240 0.05 0.02 0.22 0.274
H -1.4700 5.8333 0.1762 0.27 0.04 -0.07 0.484
C -0.9736 -2.9944 -3.7128 -0.58 -0.88 -1.03 -1.754
H -1.6491 -3.8225 -3.9580 0.18 0.11 -0.25 0.404
H -0.7678 -2.4371 -4.6183 0.04 -0.02 -0.30 0.314
H -0.0357 -3.4365 -3.3716 -0.28 -0.03 -0.40 0.578
C 0.1775 -4.4566 -1.2027 0.16 -1.35 0.81 -1.626
H 0.3976 -5.3156 -0.5541 0.01 0.01 -0.20 0.477
H -0.7030 -4.7188 -1.7913 0.13 -0.03 0.09 0.284
H 1.0264 -4.3373 -1.8752 0.00 -0.06 -0.01 0.361
C -1.1072 3.7744 2.5900 -0.41 0.10 0.86 -1.798
H -2.0559 3.2467 2.4319 0.42 0.02 0.14 0.364
H -1.0570 4.0145 3.6519 0.08 0.04 0.04 0.529
H -1.1349 4.7003 2.0340 -0.15 0.14 0.18 0.366
H 1.0066 3.5471 2.2189 0.10 0.46 0.83 0.752
H 0.8678 -2.9579 0.2053 -0.54 -0.11 -0.61 -0.159
H -1.1349 3.5054 -1.4507 0.16 -0.21 0.20 0.729
H -1.9349 -1.1456 -3.1147 0.42 -0.43 0.66 0.633
O -3.0728 -0.2124 1.3328 6.14 0.96 -3.28 -0.562
H 0.3618 0.8111 -2.7127 0.43 0.08 0.07 0.403
H -1.6383 0.9462 -1.4013 -0.59 -0.02 -0.40 -0.126
C 3.1939 -0.3985 1.3278 -0.28 3.31 0.11 -1.337
P 1.5271 -1.1270 1.7993 0.84 -3.70 -1.65 1.693
C 2.5980 -2.3460 2.6871 0.29 -0.42 -0.14 -1.660
C 0.0136 -1.4293 2.8956 -0.99 2.01 0.35 -1.705
H 3.6030 -1.0468 0.5223 -0.77 0.22 0.64 0.552
H 3.8868 -0.3636 2.1443 0.47 0.08 0.42 0.621
H 3.0826 0.6435 0.9562 0.43 -0.67 0.01 0.030
H 3.0153 -1.8831 3.6084 -0.32 -0.20 -0.52 0.449
H 2.0307 -3.2013 2.9519 -0.42 -0.98 0.48 0.461
H 3.4489 -2.6864 2.0652 -0.52 0.23 0.34 0.399
H 0.2444 -1.1099 3.8749 -0.12 0.26 1.43 0.660
H -0.9835 -0.9586 2.5881 1.73 -0.53 0.27 0.281
H -0.1458 -2.5058 2.9074 0.58 0.02 -0.36 0.460

=====

Entry 3:
18
Properties=species:S:1:pos:R:3:forces:R:3:mulliken_charge:R:1 method="wB97M-V/def2-TZVPD" charge=0 e_homo_ev=-9.54 de_lowest_kcal_mol=3.69 gap_ha=0.3840
C -2.2936 -0.2866 -0.6863 -0.03 -0.07 -0.02 -1.127
C -1.4931 0.8198 -0.0081 0.01 0.06 0.00 -0.325
C -0.5964 0.3104 1.1223 -0.07 0.06 0.10 -0.737
N 0.5119 -0.5099 0.6377 0.15 0.10 -0.12 -0.185
C 1.5958 0.1639 0.1469 0.06 0.24 -0.04 0.587
O 1.6370 1.3852 0.2087 0.00 -0.19 -0.02 -0.614
C 2.7765 -0.5356 -0.5031 0.01 -0.02 0.01 -0.957
H -2.9254 0.1094 -1.4881 0.10 -0.06 0.11 0.336
H -1.6294 -1.0374 -1.1304 -0.10 0.09 0.05 0.297
H -2.9474 -0.7966 0.0323 0.09 0.06 -0.10 0.297
H -0.8531 1.3340 -0.7345 -0.11 -0.06 0.10 0.288
H -2.1736 1.5790 0.3982 0.10 -0.13 -0.01 0.309
H -0.1377 1.1635 1.6266 -0.15 -0.11 0.01 0.301
H -1.1771 -0.2536 1.8617 0.12 -0.05 -0.17 0.425
H 0.4041 -1.5106 0.5658 0.23 0.24 -0.10 0.248
H 2.8223 -0.1565 -1.5290 -0.02 -0.14 0.12 0.260
H 2.8117 -1.6280 -0.5218 -0.28 0.14 0.15 0.325
H 3.6675 -0.1505 0.0010 -0.11 -0.15 -0.05 0.273

=====

Entry 4:
19
Properties=species:S:1:pos:R:3:forces:R:3:mulliken_charge:R:1 method="wB97M-V/def2-TZVPD" charge=0 e_homo_ev=-9.28 de_lowest_kcal_mol=160.43 gap_ha=0.3655
C -0.6398 -1.1977 -2.0745 -3.02 0.88 2.21 -1.275
C -0.9732 -0.3096 -0.7853 -0.58 0.05 0.52 0.368
C -0.8738 1.2002 -0.8345 -3.32 2.44 -3.94 -0.661
C 0.5160 -0.7849 1.1744 -4.19 0.56 -4.97 -0.061
H -0.6584 -2.2008 -1.6397 -0.28 -0.10 -0.67 0.366
H 0.3131 -0.9672 -2.3300 2.85 0.46 -1.59 0.342
H -1.4632 -0.9720 -2.8594 1.74 -0.61 1.25 0.317
H -2.0339 -0.3294 -0.9209 -1.00 -0.61 1.12 0.313
H -1.8242 1.3901 -1.8389 3.94 -0.25 1.81 0.268
H 0.1504 1.7514 -1.0195 -1.97 -1.04 0.31 0.330
H -1.4251 1.7677 1.0249 -0.52 -0.92 0.81 0.225
H -1.5702 2.9071 0.1279 -0.82 -0.67 -1.02 0.262
H 0.6024 -1.4555 2.0201 0.79 0.61 0.32 0.402
H 1.4417 0.9514 0.3116 0.41 -2.22 0.87 0.212
H 3.1281 -1.1443 1.2642 -1.43 3.95 1.29 0.373
N -1.8716 1.9016 0.1194 3.24 0.63 0.83 -0.629
N -0.6666 -0.9049 0.5561 3.16 -0.04 0.99 -0.518
N 1.6217 -0.0930 0.5217 0.05 0.20 2.64 -0.155
O 2.6975 -0.1839 1.5749 0.94 -3.32 -2.79 -0.479

=====

Entry 5:
76
Properties=species:S:1:pos:R:3:forces:R:3:mulliken_charge:R:1 method="wB97M-V/def2-TZVPD" charge=+3 e_homo_ev=-16.69 de_lowest_kcal_mol=0.00 gap_ha=0.2866
Sn 0.1928 -1.7103 0.9186 0.04 -0.25 -0.27 1.434
C 0.4918 -4.0955 2.5836 -0.07 0.05 -0.02 -0.428
C 1.6451 -3.3359 2.7799 0.07 0.10 0.01 -0.585
C 2.5497 -3.1597 1.7311 0.11 -0.10 -0.06 -0.511
C 2.3340 -3.8015 0.5055 0.02 -0.03 0.05 -0.314
C 1.1984 -4.5826 0.3202 0.05 -0.01 -0.05 -0.314
C 0.2644 -4.7081 1.3463 -0.01 -0.06 -0.01 -0.608
H -0.2054 -4.2463 3.3982 -0.01 0.01 0.00 0.503
H 1.8456 -2.8889 3.7457 -0.01 -0.01 0.01 0.534
H 3.4457 -2.5686 1.8769 0.00 -0.04 0.04 0.550
H 3.0611 -3.6979 -0.2900 0.02 -0.01 0.02 0.461
H 1.0377 -5.0982 -0.6180 -0.01 -0.01 0.01 0.478
H -0.6170 -5.3204 1.2046 0.00 -0.01 0.00 0.503
N -2.2018 -1.0870 -0.3193 -0.08 0.26 0.30 -0.111
C -2.7761 -0.8512 -1.6356 0.08 -0.04 0.03 0.354
C -4.0650 -1.3096 -1.8647 0.05 -0.07 -0.09 -0.704
C -4.6772 -1.1468 -3.0977 -0.02 -0.01 0.04 -0.692
C -4.0052 -0.5066 -4.1257 0.02 0.03 -0.02 -1.010
C -2.7249 -0.0351 -3.9070 0.02 -0.04 -0.02 -0.629
C -2.0920 -0.1877 -2.6642 -0.06 -0.09 0.05 0.261
P -0.3896 0.3507 -2.6738 0.05 0.21 0.20 1.768
C 0.6301 -0.8913 -3.4246 0.05 -0.06 -0.06 0.428
C 1.0053 -2.0345 -2.7148 -0.02 0.03 -0.01 0.903
C 1.6897 -3.0496 -3.3556 0.00 0.01 0.00 -0.611
C 1.9927 -2.9387 -4.7089 0.00 -0.02 0.00 -0.709
C 1.6031 -1.8169 -5.4231 0.00 0.01 0.01 -0.912
C 0.9187 -0.7912 -4.7876 -0.02 -0.03 0.03 -0.309
C -0.2138 1.9220 -3.4646 -0.04 0.12 -0.16 0.216
C 1.0603 2.3202 -3.8934 -0.04 0.00 0.05 -0.554
C 1.2359 3.5847 -4.4262 0.00 -0.01 0.01 -0.939
C 0.1546 4.4521 -4.5275 0.00 0.02 0.00 -0.507
C -1.1030 4.0711 -4.0788 0.01 0.00 0.01 -0.881
C -1.2937 2.8093 -3.5418 0.03 -0.03 0.03 -0.348
H -2.7852 -1.7900 0.1313 -0.04 0.03 -0.05 0.324
H -2.3443 -0.2441 0.2408 0.04 -0.01 -0.04 0.281
H -4.5996 -1.8113 -1.0671 -0.02 0.01 0.02 0.420
H -5.6813 -1.5186 -3.2496 -0.01 0.00 0.00 0.441
H -4.4730 -0.3725 -5.0906 0.00 -0.01 -0.01 0.467
H -2.2043 0.4537 -4.7215 0.01 0.01 0.00 0.466
H 0.7505 -2.1430 -1.6652 0.05 0.02 -0.14 -0.749
H 1.9852 -3.9374 -2.8127 0.01 -0.01 0.00 0.322
H 2.5272 -3.7356 -5.2075 0.01 -0.01 0.00 0.442
H 1.8300 -1.7365 -6.4770 0.00 0.00 -0.01 0.450
H 0.6124 0.0755 -5.3577 0.00 0.02 0.00 0.449
H 1.9073 1.6507 -3.8136 0.01 -0.03 -0.02 0.546
H 2.2136 3.8933 -4.7689 0.01 0.00 -0.01 0.470
H 0.2946 5.4341 -4.9585 0.00 0.02 0.00 0.456
H -1.9362 4.7559 -4.1522 -0.01 0.00 0.00 0.470
H -2.2759 2.5192 -3.1926 -0.01 -0.01 -0.01 0.471
O 0.0290 -0.4465 2.5115 -0.20 0.47 0.11 -0.299
S 0.3184 -0.1162 4.0313 0.09 -0.35 0.00 0.312
C 1.7549 0.9255 3.9550 -0.08 0.09 -0.01 0.868
C 1.9996 1.7605 5.0397 0.04 -0.01 -0.04 -0.548
C 3.1701 2.5023 5.0529 0.01 0.01 0.03 -0.667
C 4.0743 2.4046 4.0034 -0.01 0.01 0.01 -0.597
C 3.8224 1.5533 2.9367 -0.02 -0.03 0.00 -0.851
C 2.6580 0.7993 2.9092 0.03 -0.04 0.01 -0.242
C -0.9540 0.9504 4.5543 0.00 0.14 0.01 0.339
C -1.7558 0.4742 5.5872 -0.07 0.02 -0.02 -0.218
C -2.7685 1.2909 6.0730 0.04 -0.03 -0.01 -0.722
C -2.9604 2.5476 5.5221 0.00 0.03 -0.02 -0.452
C -2.1502 3.0106 4.4836 0.00 0.00 0.01 -0.684
C -1.1315 2.2184 3.9964 -0.05 -0.05 0.03 -0.278
H 1.2980 1.8359 5.8600 -0.02 0.01 0.00 0.512
H 3.3762 3.1557 5.8894 0.00 0.01 -0.01 0.436
H 4.9831 2.9899 4.0217 0.02 0.00 0.01 0.436
H 4.5389 1.4666 2.1315 0.00 0.01 -0.02 0.459
H 2.4723 0.1198 2.0858 -0.02 0.05 0.00 0.309
H -1.5890 -0.5085 6.0095 0.02 -0.01 0.01 0.449
H -3.3974 0.9471 6.8817 -0.01 0.00 0.01 0.445
H -3.7450 3.1847 5.9075 -0.01 0.01 0.00 0.440
H -2.3109 3.9983 4.0740 0.00 0.01 0.01 0.440
H -0.4772 2.5724 3.2109 0.03 0.00 -0.01 0.445
S 0.4804 3.0049 0.1733 0.06 -0.07 -0.01 -0.194
C 0.2971 1.6549 -0.5321 -0.01 0.05 0.02 0.618
N 0.1544 0.5601 -1.0742 -0.12 -0.30 0.01 -0.200

=====

Entry 6:
40
Properties=species:S:1:pos:R:3:forces:R:3:mulliken_charge:R:1 method="wB97M-V/def2-TZVPD" charge=+2 e_homo_ev=-16.46 de_lowest_kcal_mol=0.00 gap_ha=0.2992
Be -0.9030 -0.0985 0.1494 0.34 0.17 0.26 1.100
C 0.5889 3.5470 1.0207 0.57 1.67 -0.46 -0.932
C 1.2606 2.3063 1.5646 -0.57 0.47 -1.36 -0.287
O 0.2050 1.3586 1.8317 0.16 -0.96 0.07 -0.262
H 1.3050 4.3613 0.9096 0.36 -0.02 0.14 0.415
H -0.1591 3.9806 1.6846 0.04 -0.40 0.46 0.311
H 0.0848 3.5442 0.0543 0.28 -0.90 0.06 0.097
H 1.8522 2.5634 2.4432 -0.30 -0.30 0.29 0.414
H 1.9376 1.7852 0.8876 0.02 0.33 -0.24 0.186
H -0.0415 1.5988 2.7279 -0.84 -0.52 0.15 0.232
O 0.4014 1.3614 -1.5328 -0.62 -0.57 0.59 -0.373
H 0.0803 1.6988 -2.3691 -0.31 -0.02 -0.33 0.261
H 1.2960 1.6956 -1.4669 0.41 -0.03 0.24 0.255
O -2.0469 2.4588 -0.2554 0.07 -0.82 -0.01 -0.476
H -1.8542 2.9604 -1.0475 0.11 0.11 -0.28 0.281
H -2.6997 2.9835 0.2081 -0.30 0.07 0.31 0.266
O -1.9313 -2.4608 -0.0152 0.66 0.90 0.33 -0.429
H -2.1481 -2.8577 0.8284 0.05 -0.14 0.31 0.231
H -2.4773 -2.9280 -0.6476 -0.14 0.02 -0.52 0.286
O -0.6307 -1.3067 2.5624 -0.39 0.35 -0.72 -0.463
H -1.2619 -1.9424 2.8997 -0.20 -0.26 0.15 0.268
H 0.0733 -1.3003 3.2108 0.45 0.09 0.11 0.262
O -2.2125 -0.3502 -1.9752 0.47 0.23 1.10 -0.467
H -2.0986 -0.5986 -2.8925 0.45 -0.19 -0.36 0.289
H -3.1295 -0.0833 -1.9109 -0.37 0.24 0.17 0.261
O -3.0637 -0.0323 1.4570 1.02 0.05 -0.51 -0.476
H -3.0173 0.0553 2.4091 0.26 0.13 0.39 0.281
H -3.9836 -0.2275 1.2785 -0.34 -0.08 -0.39 0.275
C 1.0012 -2.0914 -2.1234 0.17 0.32 0.25 -1.129
C 1.7637 -2.0981 -0.7907 0.36 -3.62 -2.28 0.754
C 3.2429 -2.1378 -0.9701 1.32 -1.11 -0.11 -1.660
O 1.4732 -1.0352 -0.0238 -2.54 3.98 1.80 -0.260
H -0.0478 -2.3097 -1.9234 -0.20 0.26 -0.16 0.165
H 1.3484 -2.8396 -2.8360 0.14 -0.23 0.40 0.440
H 1.1437 -1.1441 -2.6435 -0.22 0.20 0.12 0.279
H 1.4212 -2.9677 -0.2298 0.15 -0.54 -0.18 0.135
H 3.6309 -1.1583 -1.2495 0.15 -0.09 -0.12 0.376
H 3.5995 -2.9128 -1.6486 -0.42 0.34 -0.75 0.408
H 3.7692 -2.5486 -0.1085 -0.14 0.70 0.74 0.463
H 2.2280 -0.8298 0.5326 -0.08 0.19 0.37 0.223

=====

Entry 7:
11
Properties=species:S:1:pos:R:3:forces:R:3:mulliken_charge:R:1 method="wB97M-V/def2-TZVPD" charge=0 e_homo_ev="-8.05 / -10.00" de_lowest_kcal_mol=31.16 multiplicity=5 gap_ha="0.2781 / 0.2960"
Co -0.1114 0.2124 -2.6157 0.09 0.09 -0.76 0.331
O -1.5849 -0.4238 -1.3898 -1.50 4.02 -2.69 -0.440
N -1.2317 -1.0054 -0.1895 1.71 0.06 1.83 -0.390
S 0.3696 -0.7929 0.0830 -0.82 -1.83 1.13 1.308
O 1.0596 -0.2887 -1.1509 0.10 -0.16 0.49 -0.612
O 0.9333 -1.9364 0.7843 -0.68 1.77 -1.02 -0.578
C 0.5987 0.6363 1.2740 0.11 -0.86 -0.13 0.688
F 0.2103 1.7634 0.7010 -0.21 0.49 -0.31 -0.243
F -0.1386 0.4166 2.3484 -0.09 -0.01 0.13 -0.221
F 1.8692 0.7346 1.6244 0.24 0.12 0.04 -0.203
H -1.9741 0.6838 -1.4694 1.05 -3.69 1.30 0.361

=====

Entry 8:
25
Properties=species:S:1:pos:R:3:forces:R:3:mulliken_charge:R:1 method="wB97M-V/def2-TZVPD" charge=+2 e_homo_ev=-18.61 de_lowest_kcal_mol=38.18 gap_ha=0.3605
C 4.6749 -2.2383 0.6773 1.55 -0.49 -0.26 0.288
C 1.0218 -0.7328 -0.0705 0.21 -0.06 0.01 -0.286
C -3.0897 1.7175 0.9499 -0.13 1.77 0.83 -0.627
C -1.8017 0.9314 1.3250 0.11 -1.63 -0.49 -0.609
C -3.3333 1.3838 -0.5177 0.30 -0.60 -0.15 -0.403
C -0.9365 1.0091 -0.0058 -2.27 -2.38 0.86 -0.245
C -2.0961 0.8414 -1.0205 1.06 -0.58 1.25 0.484
C 5.9571 -2.6298 1.0714 -1.67 -5.02 2.45 -0.872
C -1.8656 0.2841 -2.2839 4.03 1.61 -1.97 -1.219
N 3.7002 -1.9001 0.2458 -3.39 0.90 -0.79 0.210
N 0.1321 0.0074 -0.0747 -1.41 1.59 -0.30 -0.025
H 2.7044 -1.6068 0.0414 0.38 0.01 0.03 0.615
H -3.9730 1.5884 1.5919 0.46 -0.62 -0.20 0.351
H -2.9461 2.8623 1.0608 0.21 -1.80 -0.26 0.335
H -1.2635 1.3770 2.1670 -0.16 -0.46 -0.07 0.378
H -1.9750 -0.2375 1.4371 0.06 2.49 0.31 0.326
H -4.2837 0.9478 -0.9240 0.81 0.19 0.50 0.478
H -3.2145 2.2861 -1.1209 -0.34 0.99 -0.53 0.344
H -0.6160 1.9934 -0.1626 1.18 1.58 -0.19 0.339
H 6.4543 -1.8062 1.3496 2.36 3.00 0.85 0.335
H 5.7363 -3.2531 2.1105 0.84 1.27 -2.57 0.332
H 6.4349 -3.2785 0.3220 -0.08 0.32 0.33 0.335
H -2.3141 0.8989 -3.0432 -0.50 0.74 -0.51 0.400
H -2.3430 -0.5836 -2.4997 -1.82 -3.11 -0.17 0.400
H -0.7644 0.1380 -2.6264 -1.77 0.29 1.04 0.335

=====

Number 1: F_max 0.0927 hartree/bohr, energy -58733.9122 eV. Number 2: F_max 0.2430 hartree/bohr, energy -72219.6487 eV. Number 3: F_max 0.0068 hartree/bohr, energy -8901.5374 eV. Number 4: F_max 0.1269 hartree/bohr, energy -10838.2543 eV. Number 5: F_max 0.0101 hartree/bohr, energy -80682.5809 eV. Number 6: F_max 0.0982 hartree/bohr, energy -22371.3551 eV. Number 7: F_max 0.0985 hartree/bohr, energy -65294.0848 eV. Number 8: F_max 0.1134 hartree/bohr, energy -12519.5091 eV.